No. 1
DFT (ωB97M-V with the def2-TZVPD basis set) results for a cluster of 2 separate species, C9H18F2N3 in total at a distorted geometry.

Results
E: -717.31672 a.u.
energy relative to the best compared isomer or geometry (same formula, charge and spin): 2.532 eV
spin multiplicity: 1
HOMO: -13.72 eV
net charge: +1

Positions of all 32 atoms, in Å:
C 2.81 -0.31 -0.33
C -3.06 -1.06 -0.14
C 1.24 1.26 0.37
C 4.36 -2.25 -0.52
C -3.23 0.35 -2.25
C 1.36 3.41 1.40
C 2.95 -1.83 -0.54
C -3.93 -0.35 -1.14
C 0.56 2.14 1.37
N 3.39 0.65 -0.98
N -2.02 -0.45 0.16
N 1.97 0.23 0.68
F 0.99 1.55 -0.83
F -1.08 -1.10 1.01
H -3.46 -1.92 0.42
H 4.54 -2.65 -1.45
H 4.56 -2.87 0.36
H 4.97 -1.37 -0.41
H -2.06 0.06 -2.22
H -3.22 1.40 -2.13
H -3.55 0.16 -3.27
H 1.27 3.88 0.42
H 2.38 3.24 1.70
H 0.93 4.06 2.02
H 2.23 -2.25 0.12
H 2.34 -1.98 -1.56
H -4.62 -1.18 -1.55
H -4.47 0.33 -0.58
H -0.46 2.43 1.06
H 0.43 1.52 2.37
H 4.07 0.36 -1.71
H 1.93 -0.19 1.53

No. 2
DFT (ωB97M-V with the def2-TZVPD basis set) results for an isolated molecule of C5H5NO at a distorted geometry.

Results
E: -323.36115 a.u.
energy relative to the best compared isomer or geometry (same formula, charge and spin): 4.314 eV
spin multiplicity: 1
SMILES string: C#CC(=O)[C@H]1CN1
HOMO: -9.80 eV

Positions of all 12 atoms, in Å:
O 1.09 2.25 -0.37
C 0.59 1.17 -0.15
C 1.43 0.02 0.22
C 2.16 -0.94 0.20
C -0.83 0.72 -0.41
C -0.92 -0.72 -0.05
N -1.74 0.25 0.64
H 2.39 -1.98 0.16
H -1.35 1.19 -1.25
H -0.08 -1.01 0.61
H -1.29 -1.49 -0.71
H -1.36 0.40 1.57

Copy entry 2 word for word.
DFT (ωB97M-V with the def2-TZVPD basis set) results for an isolated molecule of C5H5NO at a distorted geometry.

Results
E: -323.36115 a.u.
energy relative to the best compared isomer or geometry (same formula, charge and spin): 4.314 eV
spin multiplicity: 1
SMILES string: C#CC(=O)[C@H]1CN1
HOMO: -9.80 eV

Positions of all 12 atoms, in Å:
O 1.09 2.25 -0.37
C 0.59 1.17 -0.15
C 1.43 0.02 0.22
C 2.16 -0.94 0.20
C -0.83 0.72 -0.41
C -0.92 -0.72 -0.05
N -1.74 0.25 0.64
H 2.39 -1.98 0.16
H -1.35 1.19 -1.25
H -0.08 -1.01 0.61
H -1.29 -1.49 -0.71
H -1.36 0.40 1.57

Question: The lowest E belongs to which entry?
Answer: C9H18F2N3

Question: Among the records above, which one has the highest HOMO?
Answer: C5H5NO